Molecular formula: C7H18ClHfI2OP2
Method: DFT, wB97M-V/def2-TZVPD

Geometry as ORCA input:
```
! RIJCOSX wB97M-V def2-TZVPD def2/J DEFGRID3
* xyz 3 1
I -1.33 2.19 -3.60
I 1.23 2.31 -3.73
Hf 0.25 -0.12 0.53
P -0.02 -1.42 -2.21
C 0.04 -1.36 -4.05
C 1.19 -2.79 -2.06
H -1.62 -2.90 -1.15
H -1.57 -3.19 -2.93
H -2.39 -1.75 -2.26
C -1.55 -2.43 -2.14
H 1.07 -3.24 -1.06
H 1.05 -3.54 -2.84
H 0.01 -2.32 -4.56
H 0.96 -0.81 -4.34
H 2.20 -2.36 -2.13
H -0.83 -0.74 -4.39
C -0.26 2.20 -0.01
O -0.40 3.38 -0.06
Cl -1.10 -1.87 1.32
C 0.55 0.04 3.80
P 0.23 1.29 2.54
C -1.36 2.08 2.94
C 1.49 2.59 2.73
H -0.03 -0.88 3.64
H 0.24 0.55 4.73
H 1.63 -0.17 3.79
H -1.04 2.74 3.77
H -1.71 2.65 2.07
H -2.12 1.36 3.27
H 1.09 3.19 3.56
H 2.47 2.12 3.00
H 1.62 3.20 1.81
*
```

HOMO (alpha / beta) in eV: -17.71 / -17.71
LUMO energy (alpha / beta) in eV: -14.00 / -14.00
HOMO-LUMO gap (alpha / beta) in eV: 3.7 / 3.7
Energy in eV: -58175.63277

Molecular formula: C7H18ClI2O2P2V
Method: DFT, wB97M-V/def2-TZVPD

Geometry as ORCA input:
```
! RIJCOSX wB97M-V def2-TZVPD def2/J DEFGRID3
* xyz 3 2
I -4.10 2.70 0.51
I -1.37 1.96 0.97
V -0.25 -0.16 -0.37
P 0.75 1.22 -2.11
C -0.24 2.74 -2.06
C 2.50 1.70 -1.90
H 1.23 -0.24 -3.99
H 1.15 1.46 -4.51
H -0.34 0.56 -4.18
C 0.69 0.70 -3.87
H 3.10 0.78 -1.86
H 2.86 2.34 -2.72
H 0.14 3.48 -2.78
H -0.19 3.16 -1.04
H 2.60 2.23 -0.95
H -1.29 2.50 -2.28
C -2.02 -0.30 -1.03
O -3.08 -0.58 -1.40
Cl 0.25 -1.97 -1.72
C 0.98 -1.46 3.82
P 0.02 -1.35 2.33
C 0.06 -2.93 1.51
C -1.67 -1.04 2.87
O 0.62 -0.27 1.46
H 2.01 -1.78 3.59
H 0.49 -2.22 4.45
H 0.97 -0.50 4.33
H -0.15 -3.70 2.28
H -0.71 -2.99 0.72
H 1.05 -3.13 1.08
H -1.75 0.03 3.08
H -2.35 -1.29 2.03
H -1.95 -1.66 3.75
*
```

HOMO (alpha / beta) in eV: -19.98 / -20.01
LUMO energy (alpha / beta) in eV: -14.43 / -13.71
HOMO-LUMO gap (alpha / beta) in eV: 5.6 / 6.3
Energy in eV: -84606.22706

Molecular formula: C7H18ClIO2PRu
Method: DFT, wB97M-V/def2-TZVPD

Geometry as ORCA input:
```
! RIJCOSX wB97M-V def2-TZVPD def2/J DEFGRID3
* xyz 3 5
C 2.84 -0.26 0.06
I 2.37 0.17 -2.23
H 1.97 -0.40 0.73
H 3.39 0.63 0.37
H 3.40 -1.21 0.16
Ru 0.60 0.22 -0.36
P -0.42 -1.72 -0.75
C -0.37 -2.07 -2.53
C 0.52 -3.03 0.09
H -2.32 -1.69 0.75
H -2.55 -2.87 -0.58
H -2.77 -1.12 -0.87
C -2.18 -1.87 -0.32
H 0.49 -2.87 1.18
H 0.07 -4.00 -0.15
H -0.69 -3.10 -2.72
H 0.66 -1.91 -2.88
H 1.56 -3.01 -0.25
H -1.01 -1.36 -3.07
C -0.84 1.03 -1.19
O -1.60 1.77 -1.71
Cl -0.14 -0.14 1.85
C -0.50 3.52 2.52
C -0.61 3.01 1.11
O 0.67 2.38 0.69
H -0.25 2.63 3.13
H -1.44 4.00 2.84
H 0.31 4.26 2.57
H -1.32 2.19 1.07
H -0.95 3.80 0.42
H 1.11 2.99 0.06
*
```

HOMO (alpha / beta) in eV: -20.12 / -21.92
LUMO energy (alpha / beta) in eV: -12.97 / -16.60
HOMO-LUMO gap (alpha / beta) in eV: 7.2 / 5.3
Energy in eV: -44103.72607